[1]
Molecular formula: C35H46Ge2MoO2PS2
Method: DFT, the ωB97M-V functional and the def2-TZVPD basis

- HOMO (alpha / beta) (eV) = -7.23 / -8.32
- energy relative to the best compared isomer or geometry (same formula, charge and spin) (kcal per mole) = 24.05
- total energy (eV) = -186981.15387

```
! RIJCOSX wB97M-V def2-TZVPD def2/J DEFGRID3
* xyz 0 4
C 1.546 -1.449 4.860
C 1.219 0.112 -1.346
H 0.772 -4.106 -0.449
H 1.747 2.124 -1.676
C -7.382 -1.948 -0.078
C 2.863 -1.784 -1.408
H 0.423 -3.629 -2.600
C 0.498 4.760 -0.297
C 2.522 -0.476 -1.757
H 0.075 2.301 -3.891
H -6.925 -1.578 0.840
C 2.861 0.906 2.693
H 4.030 2.086 -0.274
H 6.183 1.882 0.938
C 4.997 -1.595 -2.495
C 1.626 -0.069 4.693
H 1.530 -3.079 6.249
C 0.432 0.565 2.633
C 0.973 1.419 -1.366
C 5.267 1.155 2.738
H 6.203 1.067 3.275
Ge -0.347 -1.015 -0.810
H 4.114 0.419 4.380
H -8.208 -2.605 0.191
H -6.864 -3.108 -1.817
H -5.992 -3.572 -0.354
H -2.126 3.758 -2.297
H 3.210 1.256 -2.830
C -0.489 3.748 0.284
H 0.238 3.924 -3.234
H -4.569 2.157 -2.694
H 1.455 -2.082 3.986
H -3.103 0.351 -3.590
O -5.265 -1.960 -1.388
C -0.483 3.196 -3.609
C 4.672 -0.296 -2.864
H -0.935 3.609 -4.513
C 2.865 1.388 1.373
H 1.739 -1.618 8.235
S -3.239 -1.618 0.697
C 4.047 1.732 0.749
H 0.048 -4.447 1.122
C -5.007 1.234 -3.072
C -0.019 -3.806 0.240
H 0.151 5.144 -1.257
Ge -0.781 2.153 -0.871
C 0.074 -2.788 -3.199
C -0.964 -1.947 -2.454
C -0.620 0.608 1.977
H -0.164 3.405 1.268
H -5.883 0.993 -2.469
C 5.255 1.618 1.428
S -3.422 2.073 0.598
H 1.106 -2.097 0.999
H 1.483 4.310 -0.448
H 4.313 -3.358 -1.485
H -1.327 -1.158 -3.117
C 1.706 -1.185 7.243
H -7.774 -1.093 -0.631
H 1.924 1.470 0.842
H 2.162 -2.379 -0.841
C 1.739 0.748 5.813
C 3.453 0.252 -2.506
C -1.549 2.868 -2.562
H -0.573 -2.132 1.474
H 0.625 5.611 0.375
Mo -2.034 0.403 0.583
H -5.336 1.390 -4.100
H 0.946 -2.196 -3.477
H 5.374 0.292 -3.442
C -4.008 0.091 -3.045
C -6.380 -2.721 -0.919
H -0.977 -4.012 -0.241
C 4.082 -2.339 -1.768
H -2.254 2.147 -2.971
H -4.437 -0.804 -3.497
C 4.088 0.796 3.366
H 1.795 1.823 5.687
C 1.777 0.191 7.083
P -4.658 -0.667 -0.571
C 1.589 -2.005 6.130
C 1.616 0.502 3.317
H 1.863 0.834 7.949
C 0.101 -2.339 0.644
O -3.561 -0.246 -1.720
H -1.476 4.196 0.416
H 5.949 -2.022 -2.779
H -0.361 -3.194 -4.114
H -1.835 -2.546 -2.176
*
```

[2]
Molecular formula: C4H9O2PS
Method: DFT, the ωB97M-V functional and the def2-TZVPD basis

- HOMO (eV) = -8.91
- energy relative to the best compared isomer or geometry (same formula, charge and spin) (kcal per mole) = 60.23
- total energy (eV) = -28510.36165
- SMILES = C=CP(S)OC.C=O

```
! RIJCOSX wB97M-V def2-TZVPD def2/J DEFGRID3
* xyz 0 1
O -0.046 -0.487 -0.902
P -0.326 1.017 -0.351
C -0.802 0.721 1.405
H -0.368 -2.426 -1.586
H 3.736 1.429 -2.020
C 3.006 0.891 -1.393
C -0.704 -1.761 -0.783
H 0.174 -1.049 1.751
H -0.773 -0.363 3.250
H -0.519 -2.283 0.157
H 2.046 1.253 -0.931
H -2.510 2.409 0.127
H -1.474 1.313 1.824
C -0.491 -0.324 2.209
S -2.578 1.414 -0.709
H -1.706 -1.554 -1.031
O 3.335 -0.200 -1.017
*
```

[3]
Molecular formula: C5H10NO
Method: DFT, the ωB97M-V functional and the def2-TZVPD basis

- HOMO (alpha / beta) (eV) = -13.38 / -13.38
- energy relative to the best compared isomer or geometry (same formula, charge and spin) (kcal per mole) = 169.34
- total energy (eV) = -8871.23681

```
! RIJCOSX wB97M-V def2-TZVPD def2/J DEFGRID3
* xyz 1 1
H -1.276 -1.838 0.550
C -0.576 -1.356 -0.144
N -2.417 0.016 -0.402
H 1.790 1.742 0.179
H -0.949 0.289 -1.658
C 1.542 -0.474 0.531
O -2.789 0.134 0.712
H 1.930 -0.339 1.618
C -0.984 0.019 -0.667
H -0.472 2.093 -0.303
H 2.135 -1.042 -0.007
H 0.542 -1.237 0.532
H -0.377 1.217 1.293
C -0.274 1.170 0.152
H -0.343 -1.964 -0.913
H 1.320 0.760 -1.317
C 1.199 0.809 -0.155
*
```

[4]
Molecular formula: C3H4NS
Method: DFT, the ωB97M-V functional and the def2-TZVPD basis

- HOMO (alpha / beta) (eV) = -14.17 / -14.17
- energy relative to the best compared isomer or geometry (same formula, charge and spin) (kcal per mole) = 181.70
- total energy (eV) = -15484.85601

```
! RIJCOSX wB97M-V def2-TZVPD def2/J DEFGRID3
* xyz 1 1
C 0.224 1.741 0.039
C -0.123 -0.884 0.062
H -0.530 -1.702 -0.580
C 2.107 0.733 -0.039
H -1.356 0.904 0.577
N -0.624 0.551 -0.121
H -0.268 -1.133 1.081
S 1.674 -0.841 -0.045
H -1.105 0.631 -0.974
*
```

Largest force on an atom list, top to bottom, in Eh/bohr: 0.041 0.089 0.104 0.075